Molecular formula: C26H56N2O10PS
Method: DFT, wB97M-V/def2-TZVPD

## Properties
HOMO energy in Ha: -0.3966
Gap between HOMO and LUMO in eV: 7.12
Net charge: +1

Positions of all 96 atoms, in Å:
S  -1.150  -2.808  1.197
P  -2.289  -5.058  2.687
O  6.907  5.848  -3.407
O  -0.473  5.231  2.081
O  4.507  1.591  -1.842
O  -2.111  -6.731  3.027
O  -2.419  -9.609  1.395
O  -5.782  -1.894  3.114
O  2.438  5.441  -3.604
O  -2.337  -4.153  4.129
O  -2.476  1.770  1.138
O  2.808  -2.461  0.306
N  -3.602  -4.806  1.798
N  -0.817  -4.446  1.801
C  3.967  -0.937  -1.109
C  -7.955  -2.195  4.031
C  1.499  3.690  -4.908
C  2.788  -1.774  -0.703
C  -6.920  -2.297  2.944
C  6.874  6.530  -4.413
C  -3.831  -9.143  3.245
C  -2.630  1.467  2.307
C  8.050  7.375  -4.824
C  -3.378  -11.535  2.412
C  1.573  -1.735  -1.591
C  -3.839  0.689  2.762
C  0.952  -5.667  3.106
C  1.802  5.131  -4.593
C  -0.995  6.706  0.291
C  -0.883  4.152  0.005
C  -3.142  -10.056  2.269
C  5.085  2.665  -1.800
C  -0.757  5.352  0.904
C  5.654  6.563  -5.295
C  -1.619  1.853  3.354
C  -7.343  -2.915  1.639
C  1.288  6.173  -5.551
C  6.567  2.765  -2.028
C  0.286  -4.455  2.840
C  4.342  3.942  -1.520
H  -0.155  4.217  -0.807
H  -3.527  -0.259  3.204
H  1.930  3.052  -4.134
H  -8.309  -3.192  4.302
H  -0.501  -5.081  1.051
H  4.887  5.908  -4.877
H  4.446  4.625  -2.365
H  7.760  8.427  -4.852
H  -0.272  6.885  -0.508
H  0.198  6.127  -5.600
H  -3.505  -9.372  4.262
H  -4.440  -11.755  2.288
H  3.681  0.117  -1.138
H  -4.190  -4.159  2.364
H  -1.208  0.956  3.824
H  -8.151  -2.329  1.195
H  1.939  3.420  -5.870
H  0.605  -3.557  3.442
H  -0.870  7.476  1.055
H  -4.479  0.481  1.903
H  0.893  -6.537  2.375
H  8.412  7.057  -5.804
H  -3.564  -8.113  3.014
H  3.283  3.721  -1.376
H  4.730  4.405  -0.610
H  6.973  1.769  -2.219
H  4.331  -1.256  -2.087
H  -2.087  2.492  4.106
H  6.767  3.397  -2.895
H  1.829  -2.091  -2.590
H  -4.914  -9.253  3.160
H  8.855  7.253  -4.097
H  -3.066  -3.490  4.042
H  5.910  6.209  -6.296
H  5.258  7.579  -5.344
H  0.418  3.534  -4.929
H  -0.804  2.407  2.885
H  -0.686  3.248  0.580
H  1.590  -5.744  4.048
H  1.182  -0.716  -1.641
H  -4.406  1.276  3.487
H  -2.818  -12.067  1.641
H  -8.789  -1.577  3.693
H  -1.920  -7.128  2.138
H  -7.510  -1.731  4.913
H  7.053  3.176  -1.141
H  -1.896  4.094  -0.399
H  -6.497  -2.923  0.950
H  -2.013  6.763  -0.101
H  4.769  -1.063  -0.379
H  1.580  7.164  -5.198
H  1.718  6.013  -6.541
H  0.803  -2.386  -1.173
H  -3.034  -11.873  3.391
H  -1.157  -1.909  2.260
H  -7.670  -3.944  1.804

Forces on atoms 1 to 3 (eV/Å):
-0.3 1.2 -1.5
-5.9 -0.6 1.0
0.0 0.2 -0.4

Formally, the Löwdin partial charges of the atoms, in units of the elementary charge, are as follows: number 1, S, carries 0.8720; number 2, P, carries 0.6541; number 3, O, carries 0.0552; number 4, O, carries 0.0562; number 5, O, carries 0.0093; number 6, O, carries -0.1753; number 7, O, carries 0.0474; number 8, O, carries 0.0270; number 9, O, carries 0.0477; number 10, O, carries -0.1634; number 11, O, carries 0.0547; number 12, O, carries 0.0221; number 13, N, carries -0.1685; number 14, N, carries -0.4766; number 15, C, carries -0.0301; number 16, C, carries -0.0173; number 17, C, carries -0.0162; number 18, C, carries -0.4963; number 19, C, carries -0.4948; number 20, C, carries -0.4912; number 21, C, carries -0.0195; number 22, C, carries -0.4951; number 23, C, carries -0.0217; number 24, C, carries -0.0169; number 25, C, carries -0.0270; number 26, C, carries -0.0306; number 27, C, carries 0.0770; number 28, C, carries -0.5004; number 29, C, carries -0.0236; number 30, C, carries -0.0275; number 31, C, carries -0.4885; number 32, C, carries -0.4561; number 33, C, carries -0.4965; number 34, C, carries -0.0159; number 35, C, carries -0.0136; number 36, C, carries -0.0191; number 37, C, carries -0.0220; number 38, C, carries -0.0109; number 39, C, carries -0.2216; number 40, C, carries -0.0148; number 41, H, carries 0.0820; number 42, H, carries 0.0631; number 43, H, carries 0.0793; number 44, H, carries 0.0905; number 45, H, carries 0.1436; number 46, H, carries 0.0640; number 47, H, carries 0.0630; number 48, H, carries 0.0878; number 49, H, carries 0.0844; number 50, H, carries 0.0870; number 51, H, carries 0.0979; number 52, H, carries 0.0915; number 53, H, carries 0.0520; number 54, H, carries -0.0162; number 55, H, carries 0.0778; number 56, H, carries 0.0918; number 57, H, carries 0.0885; number 58, H, carries 0.1362; number 59, H, carries 0.0836; number 60, H, carries 0.0829; number 61, H, carries 0.0974; number 62, H, carries 0.0874; number 63, H, carries 0.0396; number 64, H, carries 0.0760; number 65, H, carries 0.0937; number 66, H, carries 0.0833; number 67, H, carries 0.0959; number 68, H, carries 0.0957; number 69, H, carries 0.0689; number 70, H, carries 0.0895; number 71, H, carries 0.0965; number 72, H, carries 0.0846; number 73, H, carries 0.0887; number 74, H, carries 0.0886; number 75, H, carries 0.0910; number 76, H, carries 0.0871; number 77, H, carries 0.0744; number 78, H, carries 0.0537; number 79, H, carries 0.1080; number 80, H, carries 0.0903; number 81, H, carries 0.0944; number 82, H, carries 0.0871; number 83, H, carries 0.0922; number 84, H, carries 0.0793; number 85, H, carries 0.0851; number 86, H, carries 0.0934; number 87, H, carries 0.0880; number 88, H, carries 0.0820; number 89, H, carries 0.0856; number 90, H, carries 0.0911; number 91, H, carries 0.0842; number 92, H, carries 0.0874; number 93, H, carries 0.0373; number 94, H, carries 0.0909; number 95, H, carries -0.0621; number 96, H, carries 0.0910